Record 1
DFT (the ωB97M-V functional and the def2-TZVPD basis) results for C20H29N8OS2Sc as an isolated structure.

Geometry as XYZ:
```
61
C20H29N8OS2Sc (the ωB97M-V functional and the def2-TZVPD basis)
Sc -0.089 -0.308 0.113
C 1.591 -2.607 -3.576
C 1.415 -2.047 -2.206
N 0.281 -1.528 -1.821
N -0.702 -1.533 -2.758
C -1.946 -1.421 -2.374
N -2.896 -1.434 -3.315
S -2.441 -1.241 -0.727
C 2.456 -2.177 -1.194
C 3.767 -2.540 -1.516
C 4.660 -2.838 -0.503
C 4.199 -2.811 0.805
C 2.894 -2.406 1.040
N 2.042 -2.030 0.088
H 0.630 -2.964 -3.944
H 1.927 -1.829 -4.261
H 2.306 -3.423 -3.586
H -2.650 -1.681 -4.260
H -3.867 -1.462 -3.052
H 4.073 -2.587 -2.550
H 5.674 -3.127 -0.731
H 4.829 -3.102 1.630
H 2.511 -2.417 2.051
C -1.914 2.524 -1.084
C -1.179 1.900 -2.279
N 0.123 1.305 -1.902
C 1.262 2.244 -1.950
C 1.250 3.316 -0.873
S 1.023 2.623 0.809
C -0.483 3.480 1.402
C -1.709 2.569 1.354
N -1.730 1.723 0.147
H -2.972 2.616 -1.346
H -1.543 3.531 -0.909
H -1.049 2.662 -3.057
H -1.794 1.097 -2.696
H 0.317 0.646 -2.659
H 1.309 2.746 -2.927
H 2.172 1.647 -1.834
H 0.483 4.063 -1.048
H 2.217 3.818 -0.868
H -0.600 4.388 0.812
H -0.279 3.777 2.431
H -2.610 3.194 1.429
H -1.683 1.905 2.224
H -2.554 1.118 0.220
O -1.736 -0.825 2.069
H -2.147 -0.379 2.823
H -2.324 -1.572 1.874
N 5.023 -0.864 6.052
C 4.187 -0.659 5.300
C 3.191 -0.463 4.307
C 3.507 0.200 3.120
C 2.550 0.278 2.128
N 1.303 -0.214 2.231
C 1.004 -0.807 3.398
C 1.895 -0.961 4.447
H 4.483 0.636 2.973
H 2.812 0.761 1.197
H 0.010 -1.222 3.496
H 1.594 -1.461 5.356
```

Values from the calculation:
Kohn-Sham gap = 7.470 eV
HOMO level = -0.511 hartree
LUMO level = -0.2367 Ha
Net charge = +2

Record 2
DFT (the ωB97M-V functional and the def2-TZVPD basis) results for C10H26BrN3O6STb as an isolated structure.

Geometry as XYZ:
```
48
C10H26BrN3O6STb (the ωB97M-V functional and the def2-TZVPD basis)
Tb -0.050 0.817 0.312
C 0.474 2.563 3.259
O 0.964 1.415 2.546
C 1.173 0.280 3.390
C -0.053 -0.609 3.421
O -0.320 -1.028 2.086
C -1.364 -1.995 2.032
H 1.235 2.906 3.961
H -0.448 2.326 3.790
H 0.271 3.338 2.528
H 1.423 0.600 4.403
H 2.015 -0.273 2.972
H -0.922 -0.071 3.813
H 0.144 -1.482 4.050
H -1.044 -2.919 2.516
H -1.572 -2.182 0.981
H -2.266 -1.615 2.515
C 4.132 0.956 0.128
C 3.731 0.491 -1.265
S 2.660 -0.985 -1.142
O 1.570 -0.585 -0.157
C 1.904 -0.887 -2.792
C 1.033 -2.114 -3.026
H 4.809 1.806 0.061
H 4.637 0.162 0.680
H 3.255 1.268 0.696
H 4.595 0.180 -1.854
H 3.181 1.262 -1.804
H 2.729 -0.822 -3.503
H 1.320 0.029 -2.819
H 1.622 -3.030 -2.977
H 0.564 -2.064 -4.008
H 0.244 -2.155 -2.274
Br -2.367 1.383 1.450
C -4.687 -1.193 -2.331
N -3.312 -1.234 -1.860
C -2.566 -0.154 -1.590
N -3.094 1.052 -1.845
O -1.389 -0.291 -1.155
H -5.034 -2.211 -2.477
H -4.759 -0.669 -3.285
H -5.337 -0.711 -1.598
H -2.885 -2.124 -1.681
H -4.072 1.161 -2.043
H -2.591 1.871 -1.551
O 0.458 1.804 -1.596
N -0.151 2.779 -1.081
O 0.140 2.951 0.127
```

Values from the calculation:
Multiplicity = 7
Kohn-Sham gap (alpha / beta) = 8.905 / 8.748 eV
HOMO level (alpha / beta) = -0.439 / -0.434 hartree
LUMO level (alpha / beta) = -0.1115 / -0.1125 Ha
Net charge = +1

Result set for energy: -77539.29209, -130856.40299 eV, one per record in the order listed.
Result set for ΔE to the lowest compared entry with this formula, charge and spin: 138.3, 0.0 kJ/mol, one per record in the order listed.